Record 1
2 unconnected molecules or ions with the total composition C5H14. Source: OMol25; level of theory: ωB97M-V/def2-TZVPD.

Geometry as XYZ:
```
19
Properties=species:S:1:pos:R:3:forces:R:3:mulliken_charge:R:1
C -0.378992 1.354797 1.909858 1.8 -0.5 -1.2 -0.240
C -1.379162 0.237774 1.837751 -1.7 -0.8 -0.6 -2.700
H -0.770015 2.364927 2.007168 -0.1 0.0 -0.2 0.301
H 0.383264 1.194779 2.653463 0.1 0.1 0.8 0.530
H 0.265764 1.221462 0.938985 -1.3 1.1 2.2 -0.470
H -1.875542 0.331239 0.868023 -0.2 -0.1 -0.2 -0.027
H -2.256468 0.071242 2.509291 1.0 0.8 0.2 1.411
H -0.893823 -0.738333 1.790733 0.3 -0.1 0.1 0.240
C 0.397848 -0.770359 -1.850879 -2.4 1.3 -0.3 -0.758
C 0.183209 0.620897 -1.252277 1.3 0.4 -0.1 0.682
C 1.307582 -1.563829 -0.924560 -0.6 -2.6 -3.7 -1.573
H -0.671684 -1.145659 -1.889626 1.1 -0.4 0.4 0.437
H 0.579446 -0.739431 -2.960113 0.8 -0.1 1.1 0.532
H -0.206702 0.517496 -0.251469 -0.2 -0.2 -0.6 -1.508
H -0.417639 1.331641 -1.774736 -1.2 0.1 -0.7 0.443
H 1.404074 -2.552843 -1.512385 -0.2 0.7 1.4 0.445
H 2.308189 -1.235622 -0.984618 1.1 0.9 0.5 0.450
H 1.098296 1.231659 -1.170563 0.3 -0.6 0.2 0.469
H 0.922353 -1.731836 0.055950 -0.2 0.1 0.6 0.335
```
Forces are in eV/Å.

Its expectation value of S² is 0.750. Its net charge is -1. As for the energy above the lowest of the compared OMol25 structures with the same formula, charge and spin: 29.6 kcal/mol. The max |F| is 0.0893 hartree/bohr. The calculation puts the HOMO energy (alpha / beta) at 0.0570 / -0.2680 hartree. Its spin multiplicity is 2. Its LUMO energy (alpha / beta) is 4.288 / 4.306 eV.

---

Record 2
A single CH2OS molecule. Source: OMol25; level of theory: ωB97M-V/def2-TZVPD.

Geometry as XYZ:
```
5
Properties=species:S:1:pos:R:3:forces:R:3:mulliken_charge:R:1
O 1.109291 0.259687 -0.840647 -0.9 -0.8 1.0 -0.417
C 0.399960 -0.400729 -0.105836 1.4 1.0 -1.0 0.138
S -1.237410 0.068563 0.372107 -0.1 0.4 0.4 -0.191
H 0.776811 -1.340301 0.343766 -0.4 0.0 -0.1 0.297
H -1.048652 1.412781 0.230610 0.0 -0.7 -0.2 0.173
```
Forces are in eV/Å.

The SMILES is O=CS. As for the energy above the lowest of the compared OMol25 structures with the same formula, charge and spin: 2.0 kcal/mol. The max |F| is 0.0383 hartree/bohr. The calculation puts the HOMO energy at -0.3781 hartree. Its LUMO energy is 0.594 eV.